1.
Entry from the Open Molecules 2025 dataset: a cluster of 31 separate species, H62O31 in total in a non-equilibrium geometry (the ωB97M-V functional and the def2-TZVPD basis).

Values from the calculation:
ΔE to the lowest compared entry with this formula, charge and spin in kcal/mol: 14.0
Kohn-Sham gap in eV: 11.1
Multiplicity: 1
DFT total energy in eV: -64484.91486

Each line ends with the Löwdin charge.
Atoms and positions in Å:
O -0.0739 2.3564 1.4586  -0.069
H 0.2917 2.7060 0.6538  -0.021
H 0.6959 1.9926 1.9497  0.010
O -0.9628 -3.0641 5.8161  -0.029
H -0.2883 -3.0377 6.4611  0.038
H -0.5715 -3.1965 4.9340  0.012
O -5.4938 -3.2916 -2.0451  -0.026
H -6.0775 -2.7612 -2.5600  0.038
H -4.6397 -3.0816 -2.4022  0.007
O -1.7269 -0.2771 3.3503  -0.054
H -1.3857 0.6323 3.4824  0.060
H -2.1933 -0.3644 4.1855  -0.002
O -0.1396 0.2584 -1.7657  -0.058
H 0.6462 0.0821 -2.3079  0.019
H -0.1141 -0.2232 -0.9080  0.052
O -2.4626 -2.7018 -2.3792  -0.061
H -1.7298 -3.0220 -1.7794  0.034
H -2.3435 -1.7474 -2.3531  0.021
O -1.3835 -1.0271 0.5158  -0.044
H -1.5572 -0.7304 1.4239  0.035
H -2.0738 -0.6060 0.0338  -0.012
O 0.2846 5.5503 -1.9188  -0.068
H 0.2183 6.2880 -1.2737  0.091
H -0.5650 5.0663 -2.0825  0.061
O 0.3099 -3.4186 -1.2825  -0.072
H 0.1834 -4.3544 -1.0455  0.031
H 0.6820 -2.9922 -0.4566  0.068
O -0.1649 -3.4377 3.1764  -0.037
H -0.9711 -3.3159 2.6386  0.036
H 0.5497 -3.4660 2.5902  0.014
O -1.9497 -3.4971 1.0912  -0.092
H -2.5691 -4.1502 0.7251  0.037
H -2.0720 -2.6385 0.6027  0.025
O -2.5939 2.6954 0.4917  -0.088
H -3.0843 1.8279 0.6293  0.065
H -1.8011 2.5938 1.0678  0.013
O 1.8381 -1.5665 3.9642  -0.054
H 1.5958 -0.6245 3.9370  0.022
H 1.0082 -2.0455 4.0419  -0.006
O 2.3066 5.3562 -3.8882  -0.102
H 1.6746 5.4425 -3.1062  0.013
H 2.2085 4.4227 -4.1330  -0.005
O -3.7598 -0.0023 -0.5061  -0.033
H -4.5808 -0.4532 -0.5957  0.045
H -3.5033 0.5809 -1.2148  -0.014
O 1.7324 -2.9017 -3.4432  -0.055
H 1.7801 -3.4171 -4.2326  0.040
H 1.1017 -3.2779 -2.7922  0.011
O -2.3184 -0.7070 6.0287  -0.028
H -1.8789 -0.0629 6.4975  0.004
H -1.8966 -1.5792 6.0624  0.005
O 3.4315 0.8767 -0.6426  -0.065
H 3.3763 1.8033 -0.9093  0.056
H 2.5565 0.5313 -0.3360  0.071
O -4.7520 -4.0873 0.5850  -0.079
H -4.8060 -3.2139 1.0340  0.057
H -5.1852 -3.9293 -0.2776  0.003
O 3.6338 -2.7542 -1.0672  -0.037
H 3.4998 -2.9758 -1.9764  0.014
H 4.5789 -2.8336 -0.8908  0.065
O -0.1637 -6.0284 -0.0406  -0.080
H -0.9675 -6.5521 -0.2688  0.071
H -0.5440 -5.4906 0.7196  0.059
O 3.1991 3.9337 0.9325  -0.011
H 2.3344 3.7836 0.6372  -0.011
H 3.5678 4.4498 0.2364  -0.006
O -2.6538 1.2283 -2.5674  -0.026
H -2.7568 2.1721 -2.6770  0.020
H -1.7518 1.0359 -2.4169  -0.016
O -2.7381 4.0477 -1.9326  -0.072
H -2.7756 3.7024 -1.0082  0.016
H -3.5034 4.6331 -2.0079  0.058
O 3.6483 5.5148 -1.2966  -0.046
H 3.4220 5.1620 -2.1834  0.033
H 4.2672 6.2175 -1.4513  0.050
O 1.8410 1.4133 3.1734  -0.079
H 2.1929 2.2088 3.6238  0.086
H 2.6265 1.1592 2.6192  0.026
O 4.2320 1.4864 1.9051  -0.119
H 3.8073 2.3518 1.6532  0.012
H 4.1535 0.8734 1.0920  0.057
O 1.0988 2.7509 -0.9572  -0.072
H 1.0462 3.5422 -1.5376  0.044
H 0.4880 2.0470 -1.2734  0.039
O 2.3446 -0.0053 -3.0032  -0.062
H 2.2541 -0.9766 -3.0848  0.032
H 3.0687 0.1019 -2.3848  0.020
O 2.0914 -1.9020 0.9268  -0.087
H 2.2063 -1.7507 1.8823  0.010
H 3.0294 -2.0294 0.5624  0.049
O 1.4431 2.6470 -4.1434  -0.056
H 2.0203 1.9026 -3.8003  0.053
H 0.9573 2.1412 -4.7853  0.046

2.
Entry from the Open Molecules 2025 dataset: a cluster of 31 separate species, H62O31 in total in a non-equilibrium geometry (the ωB97M-V functional and the def2-TZVPD basis).

Values from the calculation:
ΔE to the lowest compared entry with this formula, charge and spin in kcal/mol: 93.1
Kohn-Sham gap in eV: 8.8
Multiplicity: 1
DFT total energy in eV: -64481.48283

Each line ends with the Löwdin charge.
Atoms and positions in Å:
O -5.5366 -0.8874 1.3873  -0.019
H -6.4800 -0.8546 1.5458  0.087
H -5.2395 0.0128 1.5196  0.076
O -1.2594 -2.0761 3.4559  -0.044
H -0.6185 -1.3652 3.4523  0.020
H -2.1073 -1.6346 3.5041  -0.007
O 1.5032 -1.9495 -5.5738  -0.059
H 1.7767 -1.3594 -6.2760  0.023
H 1.4444 -1.3901 -4.7993  -0.013
O -1.0668 -4.7903 3.7463  -0.075
H -1.8941 -5.1541 3.4310  0.019
H -1.0992 -3.8673 3.4949  -0.039
O -2.2488 -0.7081 -0.1685  -0.014
H -2.8702 -0.4187 -0.8366  0.007
H -2.6646 -1.4720 0.2313  0.028
O 0.9279 -3.8875 -3.0374  -0.042
H 1.5442 -4.2967 -2.4300  0.008
H 0.7170 -3.0454 -2.6342  0.028
O -2.4974 3.1259 -1.2577  -0.040
H -3.4454 3.1433 -1.1265  0.067
H -2.1349 3.0326 -0.3767  0.022
O 2.7703 3.6069 1.0256  -0.024
H 3.2807 3.3770 0.2492  -0.003
H 1.9788 4.0190 0.6791  0.053
O 3.9256 3.3273 -1.8812  -0.035
H 4.0607 2.5730 -1.3075  0.003
H 4.7980 3.7059 -1.9893  0.066
O 5.1730 1.4770 -0.0215  -0.026
H 5.1090 0.8096 0.6617  0.024
H 6.0337 1.8744 0.1111  0.063
O 0.1350 3.8352 3.8054  -0.055
H 0.8104 4.3784 4.2117  0.029
H 0.5944 3.0374 3.5431  -0.041
O 0.2833 -0.0917 0.2483  -0.043
H 0.6792 0.1766 -0.5808  0.036
H -0.5908 -0.3993 0.0084  -0.004
O 1.4939 4.6712 -2.5827  -0.047
H 2.3962 4.3596 -2.5121  -0.006
H 1.4979 5.5200 -2.1402  0.060
O -2.1254 1.5110 5.3784  -0.046
H -1.8118 0.9197 6.0626  0.033
H -1.6980 1.2018 4.5796  -0.013
O 1.7615 2.2710 -3.7059  -0.038
H 2.2352 2.5889 -4.4746  0.090
H 1.4089 3.0616 -3.2975  0.019
O -2.3755 2.6013 1.4808  -0.033
H -3.2331 2.1947 1.6051  0.039
H -1.7720 2.0433 1.9714  0.003
O 0.2530 -5.1101 -0.5308  -0.043
H 1.2061 -5.0941 -0.6174  0.024
H -0.0244 -5.8523 -1.0678  0.057
O 3.1274 -4.3049 1.2303  -0.063
H 2.9529 -3.3751 1.3762  -0.024
H 2.6651 -4.7502 1.9403  0.035
O 4.4398 -1.4112 -1.4550  -0.018
H 4.8256 -2.2240 -1.7816  0.075
H 5.1823 -0.8149 -1.3585  0.044
O -0.6334 0.6307 2.6763  -0.062
H 0.1541 0.9267 3.1329  0.010
H -0.3190 0.3369 1.8213  -0.006
O 1.6964 1.7944 2.9935  -0.036
H 2.1974 2.0608 2.2226  0.039
H 2.3598 1.6023 3.6562  0.073
O -4.1677 -2.9058 0.4408  -0.044
H -4.6448 -2.1841 0.8505  -0.024
H -4.6992 -3.1442 -0.3188  0.065
O -2.3480 -4.9352 0.3059  -0.063
H -2.8937 -4.1503 0.2574  -0.037
H -1.4508 -4.6080 0.2418  -0.010
O -1.5446 4.4902 -3.4949  -0.057
H -1.5894 5.3829 -3.1526  0.024
H -1.6472 3.9321 -2.7241  -0.026
O 2.8372 -1.6249 0.8680  -0.037
H 2.0864 -1.0312 0.8649  0.025
H 3.3412 -1.3785 0.0925  0.008
O -4.4065 -0.7286 -2.0985  -0.025
H -5.2402 -0.2901 -2.2685  0.074
H -4.4558 -1.5413 -2.6018  0.079
O -3.9548 -1.3916 3.7272  -0.026
H -4.6649 -1.0249 4.2540  0.057
H -4.3589 -1.5850 2.8812  0.003
O 1.8808 -0.1449 -2.5788  -0.035
H 2.7646 -0.2522 -2.2270  0.003
H 1.8963 0.7095 -3.0100  -0.027
O -0.2156 0.7124 -4.7772  -0.061
H 0.6034 1.0839 -4.4493  -0.036
H -0.8805 1.0130 -4.1576  -0.016
O -2.4832 0.9656 -3.1021  -0.040
H -3.0020 0.1946 -2.8728  -0.007
H -2.5333 1.5272 -2.3286  -0.006
O 4.3693 -0.0683 2.7138  -0.040
H 3.5113 -0.3541 2.4003  -0.001
H 4.2378 0.1086 3.6453  0.038

3.
Entry from the Open Molecules 2025 dataset: a cluster of 33 separate species, H66O33 in total in a non-equilibrium geometry (the ωB97M-V functional and the def2-TZVPD basis).

Values from the calculation:
ΔE to the lowest compared entry with this formula, charge and spin in kcal/mol: 15.1
Kohn-Sham gap in eV: 10.3
Multiplicity: 1
DFT total energy in eV: -68645.53331

Each line ends with the Löwdin charge.
Atoms and positions in Å:
O -1.6229 -2.2451 1.6438  -0.038
H -1.0719 -1.9284 0.9083  0.026
H -1.6601 -1.4550 2.2018  0.046
O 2.7061 2.8915 2.9999  -0.074
H 3.3598 3.3637 2.4271  0.018
H 3.1246 2.7837 3.8808  0.084
O 4.8448 4.2734 1.7417  -0.098
H 5.6767 4.4064 2.2483  0.074
H 4.8388 4.6617 0.8264  0.038
O -5.6733 -0.2364 0.1980  -0.073
H -5.1645 -0.7647 0.8110  -0.008
H -5.0070 -0.0702 -0.5099  0.011
O 1.9625 -0.6971 -4.8126  -0.049
H 2.7067 -0.2639 -4.3714  0.004
H 1.9785 -0.5264 -5.7568  0.071
O 1.2400 2.8597 -2.4909  -0.090
H 0.6368 2.2630 -2.9870  0.037
H 1.3420 2.4256 -1.6192  0.003
O 0.8320 -3.5521 2.2379  -0.041
H 0.0148 -3.1403 1.8674  0.021
H 0.4556 -4.2114 2.7667  0.025
O 2.9789 -6.0103 -0.3169  -0.073
H 2.0581 -6.3632 -0.4362  0.051
H 3.5921 -6.7367 -0.4119  0.037
O 3.1130 -3.0423 -0.9395  -0.073
H 3.3141 -3.9778 -0.6900  0.037
H 2.6369 -3.0591 -1.7918  0.032
O -3.8103 0.1796 -1.9885  -0.050
H -3.0776 0.3020 -1.3945  -0.010
H -3.9194 1.1240 -2.1406  0.043
O -1.9923 -1.1372 -4.3280  -0.059
H -1.6650 -0.3004 -3.9748  -0.011
H -2.4017 -1.5813 -3.5807  0.004
O 4.1013 4.2270 -0.7470  -0.070
H 4.2217 3.2679 -0.7327  0.042
H 3.1190 4.3940 -0.6498  0.053
O 2.6004 -1.1351 2.5553  -0.030
H 2.3574 -1.9810 2.9462  0.031
H 3.4860 -1.2513 2.2482  0.025
O -1.1382 -0.3100 6.4413  -0.084
H -1.5742 -0.0066 5.6002  0.017
H -0.3793 -0.7191 6.0202  0.015
O -0.8163 3.2752 0.0463  -0.029
H -1.0425 3.9991 0.6535  0.081
H -0.4671 3.7149 -0.7248  0.019
O 0.5549 1.1727 2.9023  -0.054
H 1.1629 0.4472 3.0280  0.016
H 1.1464 1.9566 2.9215  0.022
O 3.4811 1.0074 -3.5188  -0.058
H 2.9750 1.7996 -3.2644  0.038
H 3.7208 0.5604 -2.6817  0.025
O 2.0469 1.6996 -0.1305  -0.045
H 1.4453 1.5610 0.5862  0.016
H 2.3935 0.8280 -0.4923  0.060
O -3.7496 -2.6693 -1.5035  -0.090
H -4.2061 -2.6768 -0.6053  0.035
H -4.1906 -1.8564 -1.8317  0.032
O -0.3408 0.7177 -3.1173  -0.041
H 0.1844 -0.0675 -3.3545  0.035
H -0.6213 0.5190 -2.2302  0.013
O 0.5109 -1.4820 -0.1663  -0.039
H 1.3065 -1.4647 0.3754  0.030
H 0.7732 -1.7008 -1.0680  -0.001
O -4.2687 -2.3677 1.1037  -0.100
H -3.2659 -2.3078 1.2987  0.051
H -4.6472 -2.8905 1.8406  0.092
O 0.9785 -2.1920 -2.7995  -0.050
H 1.3409 -1.6896 -3.5436  0.005
H 0.3651 -2.8590 -3.0820  0.036
O 0.3498 -5.3332 0.0973  -0.073
H -0.0614 -4.6968 -0.5512  0.034
H 0.9945 -4.8711 0.5990  -0.023
O -5.1273 2.9160 -1.2304  -0.037
H -4.2168 3.1484 -1.0357  0.031
H -5.3791 3.6548 -1.8020  0.051
O -4.0812 1.8501 3.5997  -0.048
H -3.9229 2.7767 3.4251  0.046
H -4.9460 1.7058 3.1870  0.006
O 4.8457 0.9623 1.3302  -0.059
H 4.0438 1.5306 1.5001  0.044
H 5.6366 1.4823 1.4951  0.053
O 1.2507 5.2322 -1.2322  -0.045
H 1.2764 4.6385 -2.0146  0.026
H 1.5621 6.0355 -1.5609  0.017
O -1.8467 0.1944 3.5318  -0.081
H -1.0794 0.7819 3.4595  -0.003
H -2.6249 0.7027 3.8290  0.016
O 3.9532 -0.3449 -0.9392  -0.061
H 4.0276 -1.2807 -1.0665  0.010
H 4.5307 0.0160 -0.2331  0.030
O -1.2095 -3.8091 -1.9092  -0.044
H -1.4074 -4.3882 -2.6558  0.073
H -2.0246 -3.3615 -1.6664  0.002
O -1.5974 0.7737 -0.5345  -0.059
H -1.2662 0.0117 -0.0427  0.036
H -1.1262 1.5550 -0.1411  0.036
O -6.5829 1.6115 2.2557  -0.062
H -7.5066 1.4055 2.4202  0.052
H -6.3757 1.3445 1.3444  0.021

4.
Entry from the Open Molecules 2025 dataset: a cluster of 2 separate species, H6IP5 in total in a non-equilibrium geometry (the ωB97M-V functional and the def2-TZVPD basis).

Values from the calculation:
ΔE to the lowest compared entry with this formula, charge and spin in kcal/mol: 37.4
Kohn-Sham gap in eV: 7.8
Multiplicity: 1
DFT total energy in eV: -54639.65834

Each line ends with the Löwdin charge.
Atoms and positions in Å:
P -2.6358 -0.5848 0.9135  0.312
P -1.1858 1.0342 1.2510  0.054
P 0.2661 0.6557 -0.0140  0.035
P -0.2444 -1.1203 -1.1742  0.366
H -2.1860 -1.4244 1.9236  -0.176
H -3.7092 -0.1539 1.7408  -0.172
H 0.5572 -1.6670 -0.2783  -0.229
H 0.8202 -1.0950 -2.1633  -0.166
P 3.9870 1.0840 -2.9195  0.238
I 4.3605 -0.5679 -1.1942  0.180
H 3.0103 0.1745 -3.3184  -0.250
H 3.1268 2.0137 -2.2983  -0.191

5.
Entry from the Open Molecules 2025 dataset: a structure of composition H6LiO11S2 in a non-equilibrium geometry (the ωB97M-V functional and the def2-TZVPD basis).

Values from the calculation:
ΔE to the lowest compared entry with this formula, charge and spin in kcal/mol: 0.0
Kohn-Sham gap in eV: 3.8
Multiplicity: 1
Net charge: -3
DFT total energy in eV: -44493.98816

Each line ends with the Löwdin charge.
Atoms and positions in Å:
Li 1.4837 -13.4657 -6.5170  0.622
S 1.8708 -15.1382 -9.1217  0.256
O 1.9843 -13.7508 -9.6521  -0.390
O 0.7347 -15.8634 -9.7338  -0.438
O 3.1098 -15.8744 -9.4375  -0.468
O 1.7046 -15.0501 -7.6336  -0.454
S -0.2424 -14.9816 -4.7617  0.148
O -0.6595 -14.7185 -3.3630  -0.512
O -0.0585 -13.6750 -5.4595  -0.525
O 1.0513 -15.6956 -4.7038  -0.458
O -1.2790 -15.7651 -5.4428  -0.444
O -1.0023 -13.9839 -8.2370  -0.064
H -1.6695 -13.9124 -8.9298  0.015
H -1.1632 -13.2394 -7.6405  0.016
O 2.1143 -12.1729 -8.0905  -0.168
H 1.7095 -11.3110 -8.2340  0.004
H 1.9154 -12.7231 -8.9046  -0.131
O 3.2983 -13.3102 -5.7509  -0.093
H 3.8865 -12.6752 -6.1720  0.029
H 3.8186 -14.1130 -5.6338  0.057

6.
Entry from the Open Molecules 2025 dataset: a cluster of 2 separate species, H6N2 in total (the ωB97M-V functional and the def2-TZVPD basis).

Values from the calculation:
ΔE to the lowest compared entry with this formula, charge and spin in kcal/mol: 2.8
Kohn-Sham gap in eV: 11.2
Multiplicity: 1
DFT total energy in eV: -3077.60207

Each line ends with the Löwdin charge.
Atoms and positions in Å:
N -2.3587 2.6571 -0.0028  -0.014
H -1.7858 1.8206 -0.1529  0.004
H -2.4238 2.7957 1.0107  0.005
H -1.8308 3.4512 -0.3788  0.005
N 2.1432 -2.8100 -0.3719  -0.014
H 2.4210 -1.8236 -0.3922  0.004
H 2.6776 -3.2547 0.3813  0.005
H 1.1572 -2.8363 -0.0933  0.005